(1)
Here is a 9-piece molecular cluster, C47H70FIN2O38P2S9 overall in a non-equilibrium geometry from the Open Molecules 2025 dataset. Energies are from ωB97M-V/def2-TZVPD.

Geometry as XYZ:
```
170
Properties=species:S:1:pos:R:3:forces:R:3:mulliken_charge:R:1
C -7.122412 5.191718 -1.303327 0.101 0.941 0.794 -0.626
C -7.051829 6.434338 -2.344917 0.137 -0.452 -0.775 -0.610
C -7.577765 6.046075 -3.860499 0.727 0.823 0.088 -0.352
C -6.309375 5.622002 -4.818638 -0.188 0.837 -0.077 -0.410
C -6.748979 5.139054 -6.302410 -0.573 0.734 0.295 -0.812
C -7.525603 3.716402 -6.359984 -0.012 0.707 -0.694 0.402
C -6.572438 2.417971 -6.538485 -0.410 -0.476 0.313 -0.513
C -5.445881 2.230226 -5.395760 2.158 -0.002 2.350 0.474
C -5.923735 2.084368 -3.874826 3.809 -0.236 -0.320 0.528
C -7.453188 2.106452 -3.361000 0.543 0.740 0.170 0.031
O -8.362500 1.253561 -4.169144 -2.098 2.256 1.178 -0.412
C -9.708637 1.783511 -3.927650 -4.075 1.269 0.608 0.482
C -10.349546 1.880600 -2.449390 -1.482 1.081 -2.876 -0.313
C -11.827623 2.494090 -2.198394 1.899 -0.259 -3.349 -0.422
C -12.718293 3.031829 -3.401928 4.095 -1.682 -0.265 -0.050
C -12.087035 2.933066 -4.883670 1.428 -1.129 3.298 -0.534
C -10.633769 2.310168 -5.143873 -1.252 0.365 2.895 -0.057
C -4.775370 1.941661 -2.757435 0.601 -0.175 -2.732 -0.412
O -5.119159 1.840718 -1.349272 0.380 -0.471 -2.300 -0.610
C -3.212472 1.945180 -3.109853 -1.569 0.239 -2.997 0.382
C -2.717172 2.085112 -4.610625 -4.955 0.350 0.170 -0.312
C -3.880695 2.223721 -5.734881 -0.536 0.009 2.298 -0.272
C -3.413734 2.366090 -7.306100 -2.029 -0.719 0.038 -1.171
C -3.615250 3.873754 -7.854552 1.509 4.420 3.018 0.673
O -3.302153 4.920387 -7.163046 -2.192 -6.244 -4.862 -0.380
F -4.232164 4.017428 -9.188305 1.593 -0.567 3.419 -0.327
N -1.320144 2.146984 -5.111420 0.310 -0.363 3.080 0.714
P -0.788305 3.833262 -5.396724 -0.554 1.089 1.703 0.220
O 0.314537 4.162451 -4.105980 -1.270 -0.456 -1.211 -0.513
I 0.424618 3.699796 -7.578426 0.284 -0.220 0.671 -0.129
C -0.320060 1.485394 -4.228847 4.303 -3.087 1.631 -0.151
C 1.055071 1.007886 -4.943665 -0.193 -0.809 3.670 -0.553
C 2.263123 0.317449 -4.111029 -3.295 2.540 2.293 0.383
P 3.829898 -0.133696 -5.112045 0.289 -0.292 -0.937 0.261
N 5.312938 0.291558 -4.228448 -0.738 1.859 -1.246 -0.522
O 3.811964 0.993216 -6.457205 -0.731 -0.976 0.992 -0.521
C 2.123684 0.072103 -2.512437 -2.762 1.646 -1.486 0.162
C 3.307981 -0.621699 -1.647784 -1.126 -0.353 -0.351 -0.390
C 3.890793 0.291084 -0.442814 0.901 -0.754 1.679 1.213
C 3.115200 0.031538 0.980670 0.835 -0.542 -0.086 -1.136
O 3.954052 1.721038 -0.726362 -0.500 -0.153 0.887 -0.613
C 0.750914 0.527790 -1.782418 0.704 0.393 -4.265 -0.687
C -0.413148 1.230731 -2.666071 2.348 -0.840 -1.866 0.423
S -1.941072 1.782150 -1.759295 -0.018 -0.229 -1.774 -0.305
H -8.198906 5.002931 -0.874039 1.953 0.257 -1.156 0.234
H -6.481661 5.496830 -0.370601 -1.082 -0.762 -1.692 0.327
H -6.674334 4.230486 -1.758630 -0.754 1.580 0.759 0.010
H -7.647334 7.366884 -2.000533 0.966 -1.733 -0.263 0.329
H -5.929128 6.761294 -2.441405 -2.094 -0.576 0.167 0.251
H -8.033283 7.039485 -4.288478 0.763 -1.996 0.537 0.380
H -8.421537 5.256274 -3.843180 1.360 1.201 0.076 0.122
H -5.697112 6.615276 -4.953404 -1.022 -1.893 0.245 0.377
H -5.593532 4.868428 -4.307036 -1.335 1.100 -0.775 0.074
H -5.830288 5.221239 -7.002004 -1.568 -0.457 1.115 0.071
H -7.513401 5.942499 -6.692438 1.418 -1.435 0.713 0.426
H -8.257983 3.660544 -5.460368 1.446 -0.133 -1.510 -0.681
H -8.211671 3.759976 -7.313494 1.275 -0.261 1.754 0.395
H -6.133721 2.448384 -7.625389 -0.611 -0.033 2.237 0.289
H -7.276913 1.481129 -6.470510 1.430 1.690 -0.172 0.366
H -7.895047 3.193103 -3.397765 1.140 -1.974 0.099 -0.041
H -7.518431 1.745554 -2.266833 0.407 0.643 -1.755 0.182
H -9.702761 1.515268 -1.545991 -1.502 0.794 -1.865 0.234
H -12.148333 2.534739 -1.078865 0.434 -0.019 -2.411 0.275
H -13.772596 3.500853 -3.201155 2.462 -1.069 -0.595 0.152
H -12.774380 3.353185 -5.734491 1.785 -1.027 1.602 0.302
H -10.250530 2.261587 -6.244883 -0.689 0.057 2.371 0.293
H -5.475554 0.943552 -1.122726 0.540 0.998 -0.661 0.313
H -2.361730 1.922923 -7.471957 -1.565 1.209 0.295 0.388
H -4.165678 1.697024 -7.911226 1.578 1.285 1.024 0.450
H -0.202251 4.454307 -3.307906 0.452 -0.381 -1.131 0.334
H 1.214108 1.152456 -6.086774 -0.495 -0.162 2.391 -0.274
H 5.366494 1.332061 -4.089874 -0.132 -1.156 0.184 0.258
H 6.158739 0.079045 -4.817016 -1.399 -0.155 0.590 0.283
H 3.267133 0.630824 -7.200092 0.760 0.239 1.033 0.319
H 2.825518 -1.568520 -1.146822 0.918 1.795 -0.890 0.250
H 4.136379 -1.054011 -2.353196 -1.560 1.221 1.349 0.249
H 5.001922 -0.071964 -0.256107 -2.402 0.620 -0.538 -0.410
H 2.918632 -1.119521 1.091009 0.109 2.425 -0.178 0.196
H 3.810409 0.308579 1.885653 -1.157 -0.398 -1.795 0.340
H 2.158532 0.668852 1.100604 1.361 -1.195 -0.400 0.312
H 3.755247 2.257695 0.097110 0.301 -1.379 -1.413 0.330
H 0.595362 0.355551 -0.634515 0.271 0.396 -2.545 0.142
O 8.131267 -0.515458 2.799713 -0.565 -0.124 -1.160 -0.582
S 7.649761 -0.314308 1.460331 -0.087 -0.085 -0.130 1.161
O 6.573043 -1.081306 0.891455 1.162 0.678 1.022 -0.498
O 8.921158 -0.378095 0.449283 -0.527 0.160 0.865 -0.318
C 9.017382 0.848466 -0.274466 -0.239 0.417 -0.537 -0.331
C 8.416285 1.906759 0.640986 0.659 0.192 0.063 -0.370
O 7.310495 1.265406 1.274039 -0.063 -0.993 -0.225 -0.286
H 8.435516 0.746999 -1.195510 0.039 0.059 0.054 0.260
H 10.058229 1.062596 -0.524931 -0.092 -0.227 0.185 0.312
H 8.087082 2.791727 0.094141 -0.220 -0.217 0.115 0.338
H 9.125685 2.203740 1.419833 0.005 0.013 -0.103 0.286
O 2.136751 -2.110196 3.029309 0.032 -1.395 0.237 -0.486
S 2.571185 -3.352876 3.606880 0.706 -0.338 0.037 1.216
O 1.800721 -4.562424 3.526674 0.394 1.176 -0.193 -0.674
O 2.955222 -3.083105 5.168121 4.267 -5.858 -2.580 -0.258
C 4.322637 -3.445907 5.387125 0.525 -0.976 -0.287 0.124
C 5.018427 -3.237451 4.049123 0.174 0.687 -0.023 0.000
O 4.073159 -3.663420 3.067884 -1.234 -0.162 0.303 -0.339
H 4.352796 -4.498070 5.686679 0.172 0.073 0.004 0.140
H 4.756600 -2.831260 6.177887 -0.293 0.054 -0.133 0.162
H 5.938773 -3.807997 3.967016 -0.772 0.211 -0.472 0.042
H 5.231257 -2.177323 3.875574 0.000 0.003 0.070 0.240
O 6.918655 -4.425787 5.390573 1.511 -1.258 0.364 -0.439
S 8.124289 -5.152137 5.089294 0.800 -0.219 0.070 0.946
O 8.155396 -6.274588 4.196327 -0.441 1.229 0.722 -0.606
O 8.817933 -5.586196 6.493683 -0.725 0.540 -0.695 -0.297
C 10.135775 -5.041155 6.562943 0.807 0.033 -0.195 -0.093
C 10.092326 -3.769702 5.726076 0.049 0.336 0.704 -0.311
O 9.255204 -4.085328 4.614255 -0.624 -0.989 0.087 -0.319
H 10.829147 -5.771274 6.135559 -0.029 0.098 0.061 0.074
H 10.412136 -4.842999 7.600329 -0.243 -0.099 -0.108 0.320
H 11.082312 -3.460098 5.387765 -0.219 -0.137 -0.192 0.336
H 9.624236 -2.949248 6.279017 0.099 -0.040 0.003 0.269
O 3.227392 -1.507617 7.596916 -0.513 0.222 -0.727 -0.503
S 2.178902 -1.039591 6.728829 -1.314 0.417 -1.168 1.104
O 1.911254 -1.625008 5.448348 -3.822 6.853 4.025 -0.493
O 2.356140 0.566485 6.541563 0.282 -0.758 0.647 -0.354
C 1.171619 1.231147 6.980379 -0.647 0.154 -0.126 -0.370
C 0.572377 0.326936 8.050219 0.255 0.463 0.401 -0.356
O 0.792603 -1.001859 7.580347 0.588 -0.029 -0.509 -0.346
H 0.498377 1.328512 6.123461 0.015 0.003 0.089 0.292
H 1.412463 2.223459 7.366805 0.200 -0.207 -0.080 0.330
H -0.492518 0.510247 8.201708 0.109 -0.258 -0.141 0.324
H 1.099835 0.440273 9.002657 -0.073 0.092 -0.040 0.277
O -15.490874 4.603487 -3.792378 -0.998 0.155 0.996 -0.559
S -16.620561 4.526990 -2.904074 -0.175 0.129 0.019 1.131
O -16.941851 5.557669 -1.958972 0.480 -0.800 -1.080 -0.560
O -16.551824 3.105544 -2.117966 0.159 0.661 -0.737 -0.299
C -17.740803 2.359337 -2.376458 -0.675 -0.141 0.106 -0.308
C -18.211570 2.812263 -3.752380 0.260 -0.631 -0.205 -0.338
O -17.945347 4.213390 -3.793562 0.520 0.288 0.828 -0.307
H -18.475234 2.610973 -1.605508 0.020 -0.046 -0.075 0.284
H -17.533208 1.288020 -2.343460 0.213 0.222 0.011 0.314
H -19.272725 2.616744 -3.914431 0.113 0.295 0.047 0.316
H -17.628598 2.334210 -4.545821 -0.074 -0.047 0.075 0.282
O 3.760654 -3.573286 -3.506380 0.520 -0.033 -1.253 -0.462
S 4.104357 -3.837081 -4.876501 0.000 0.342 0.106 1.073
O 5.349286 -3.427482 -5.462424 -0.964 -0.484 0.779 -0.563
O 2.888351 -3.305173 -5.816069 0.354 -0.560 0.657 -0.166
C 2.374070 -4.388320 -6.589665 0.082 -0.383 -0.437 -0.347
C 2.629497 -5.637844 -5.757079 -0.663 0.036 0.130 -0.392
O 3.904691 -5.427832 -5.153562 0.305 0.826 -0.260 -0.325
H 2.925299 -4.424164 -7.534257 -0.061 -0.053 0.035 0.289
H 1.312126 -4.239425 -6.795023 0.160 0.169 0.187 0.310
H 2.634005 -6.546692 -6.360947 0.267 0.114 0.123 0.316
H 1.889252 -5.736763 -4.956948 -0.018 -0.002 -0.114 0.285
O 13.689852 -5.342622 7.661578 -0.026 -1.161 -0.539 -0.536
S 13.789808 -6.757299 7.426161 0.245 -0.117 0.026 1.135
O 14.338204 -7.311833 6.221629 -0.406 0.801 1.088 -0.549
O 12.325727 -7.417543 7.680970 0.715 0.661 0.087 -0.268
C 12.420632 -8.408382 8.704345 0.162 -0.695 0.256 -0.323
C 13.575559 -7.963494 9.592153 -0.534 0.192 0.445 -0.369
O 14.550091 -7.431708 8.695584 -0.388 0.052 -0.982 -0.295
H 12.636197 -9.369753 8.228667 -0.018 0.053 0.074 0.273
H 11.480510 -8.479089 9.254892 0.065 0.208 -0.211 0.327
H 13.994830 -8.786441 10.173065 0.150 0.130 -0.248 0.314
H 13.266214 -7.161208 10.269330 -0.027 -0.113 0.001 0.290
O 5.979251 -2.571063 13.013949 0.430 -0.868 -0.943 -0.534
S 6.127165 -3.403990 11.852292 -0.155 0.077 0.010 1.058
O 6.958041 -4.574808 11.832102 -0.733 1.009 0.303 -0.532
O 6.537321 -2.455352 10.597252 -0.350 -0.315 0.928 -0.365
C 5.564056 -2.588361 9.561063 -0.340 -0.292 -0.614 -0.155
C 4.262818 -2.940929 10.269918 -0.198 0.670 -0.252 -0.173
O 4.643397 -3.817573 11.330049 1.096 -0.108 0.119 -0.358
H 5.882622 -3.397208 8.896376 -0.075 0.043 0.000 0.255
H 5.485039 -1.660786 8.991112 0.114 -0.069 0.255 0.273
H 3.545888 -3.426591 9.606396 0.171 -0.114 0.216 0.242
H 3.802853 -2.052811 10.714380 0.015 -0.025 -0.125 0.316
```
Forces are in eV/Å.

**Largest force on an atom**: 8.8 eV/A
**HOMO**: -7.3 eV
**Lowest unoccupied orbital energy**: -0.33 eV
**Calculated total energy**: -257541.3060 eV
**HOMO-LUMO gap**: 6.94 eV
**SMILES**: CCCCCCCc1c(COc2ccccc2)c(O)c2c(c1CC(=O)F)N(P(O)I)c1cc(P(N)O)c(C[C@H](C)O)cc1S2.O=S1(=O)OCCO1.O=S1(=O)OCCO1.O=S1(=O)OCCO1.O=S1(=O)OCCO1.O=S1(=O)OCCO1.O=S1(=O)OCCO1.O=S1(=O)OCCO1.O=S1(=O)OCCO1

=====

(2)
Here is a 2-piece molecular cluster, C9H13NO2 overall in a non-equilibrium geometry from the Open Molecules 2025 dataset. Energies are from ωB97M-V/def2-TZVPD.

Geometry as XYZ:
```
25
Properties=species:S:1:pos:R:3:forces:R:3:mulliken_charge:R:1
C -0.412414 -4.219370 1.218923 -0.723 3.520 0.584 -1.358
C -0.854641 -2.814085 0.563097 3.177 -0.698 0.377 0.846
C -2.080069 -2.367371 0.211491 -3.129 -0.103 2.203 -0.501
C -2.370589 -1.002730 -0.166584 0.340 -1.157 0.243 -0.410
C -1.384782 -0.086003 -0.146227 3.327 -2.418 -0.335 0.341
O -1.647206 1.221715 -0.432010 -1.708 1.355 1.617 -0.641
C 0.017854 -0.617569 -0.009270 -2.785 0.575 0.073 -0.560
C 0.238862 -1.939286 0.287746 -0.891 0.420 0.340 -0.679
H -1.289880 -4.764314 1.051749 -0.545 -2.022 -0.314 0.403
H -0.205235 -4.182017 2.310715 -0.704 0.546 -0.416 0.279
H 0.565682 -4.493865 0.880046 0.016 -0.720 -1.122 0.368
H -2.950494 -2.929418 0.709277 0.978 0.472 -1.567 0.189
H -3.319678 -0.612284 -0.497271 -0.611 -0.544 0.304 0.389
H -2.435612 1.509488 0.157372 1.905 -0.717 -1.588 0.357
H 0.815741 0.062795 -0.085361 0.813 0.697 -0.163 0.597
H 1.238461 -2.320196 0.466507 0.091 0.280 -0.184 0.303
C 2.874774 3.738693 -1.093066 -2.229 -0.801 -1.174 -0.800
C 1.762693 2.866451 -0.434666 -3.030 -2.073 -0.510 0.536
N 0.389778 3.176240 -0.284738 1.411 3.364 -1.458 -0.410
O 1.953938 1.701523 -0.104693 2.063 0.534 0.005 -0.653
H 2.535450 4.804597 -1.166027 0.672 -0.954 -0.100 0.308
H 3.142838 3.245096 -2.141005 -0.607 1.201 2.364 0.231
H 3.632252 3.563324 -0.369142 1.247 0.373 0.154 0.272
H -0.269537 2.394547 -0.183425 0.592 0.488 -0.180 0.375
H 0.051814 4.064043 -0.743448 0.331 -1.618 0.847 0.218
```
Forces are in eV/Å.

**Largest force on an atom**: 4.1 eV/A
**HOMO**: -8.6 eV
**Lowest unoccupied orbital energy**: 0.63 eV
**Calculated total energy**: -15127.2913 eV
**Energy relative to the best compared isomer or geometry (same formula, charge and spin)**: 225.8 kJ/mol
**HOMO-LUMO gap**: 9.23 eV
**SMILES**: Cc1ccc(O)cc1.CC(N)=O